Formula: C2H4FI
Source: the OMol25 dataset
Level of theory: wB97M-V/def2-TZVPD

Summary:
- HOMO energy (eV) = -9.32
- relative energy (zero: lowest compared OMol25 entry of this formula, charge and spin) (kJ/mol) = 141.1
- Kohn-Sham gap (Ha) = 0.3604
- net charge = 0

Positions of all 8 atoms, in Å:
C 0.92 -0.52 0.22
C -0.67 0.60 -0.35
F -0.65 1.57 0.56
I -2.41 -0.59 -0.14
H 1.74 -0.57 -0.50
H 1.12 0.15 1.09
H 0.52 -1.50 0.46
H -0.56 0.86 -1.33